Record 1
ORCA calculation (ωB97M-V/def2-TZVPD) on a molecular structure, C23H41IP2W in a non-equilibrium geometry.

Computed properties:
- Energy relative to the best compared isomer or geometry (same formula, charge and spin): 0.00 kcal per mole
- Net charge: +2
- Spin multiplicity: 3
- LUMO (alpha / beta): -8.6 / -8.1 eV
- Orbital gap (alpha / beta): 5.21 / 5.69 eV
- HOMO (alpha / beta): -13.809 / -13.806 eV
- Calculated total energy: -53005.541 eV

```
68
Properties=species:S:1:pos:R:3:forces:R:3
W -0.0364 0.0554 -0.1114 -0.399 1.269 -5.879
C 0.5098 0.9365 1.7974 0.373 -0.492 0.691
C -0.0467 -0.3830 2.0094 0.848 -0.101 1.055
C 1.9082 -0.6124 0.7500 0.747 0.400 1.595
C 1.7272 0.7882 1.0339 0.907 -0.925 1.275
C 0.8066 -1.3363 1.3357 0.372 0.240 0.791
C 0.0012 2.2177 2.3595 -0.080 0.390 0.234
H -1.0706 2.1708 2.5820 0.241 0.007 -0.026
H 0.1784 3.0505 1.6691 -0.074 -0.126 0.194
H 0.5329 2.4407 3.2955 -0.164 0.001 -0.193
C 2.6983 1.8806 0.7384 0.078 0.206 -0.249
H 2.2171 2.8559 0.8727 0.255 -0.159 -0.104
H 3.0915 1.8105 -0.2847 -0.037 0.057 0.357
H 3.5466 1.8151 1.4411 -0.315 -0.005 -0.210
C 3.1000 -1.2499 0.1220 0.082 -0.052 -0.309
H 3.8824 -1.3871 0.8871 -0.267 0.056 -0.213
H 3.5108 -0.6350 -0.6874 -0.034 -0.184 0.215
H 2.8358 -2.2379 -0.2739 0.215 0.249 0.019
C 0.6765 -2.8195 1.3521 0.016 -0.431 0.058
H 1.3073 -3.2296 2.1533 -0.169 0.030 -0.178
H 1.0153 -3.2578 0.4066 -0.081 0.022 0.211
H -0.3542 -3.1410 1.5364 0.215 0.070 -0.008
C -1.1762 -0.7253 2.9187 -0.429 -0.058 0.100
H -0.7999 -0.9283 3.9343 -0.058 0.082 -0.324
H -1.7018 -1.6257 2.5776 0.067 0.221 0.138
H -1.8929 0.1015 2.9894 0.105 -0.233 0.027
C -6.0147 1.8951 -2.6317 0.218 0.295 0.288
C -6.3260 1.9317 -1.3314 0.016 0.557 -0.439
C -7.4216 1.1739 -0.6520 -0.241 -0.468 0.386
C -7.7412 -0.2436 -1.2008 -0.631 0.196 0.150
C -6.5597 -1.1268 -1.4562 0.406 -0.327 -0.092
C -5.8318 -1.1714 -2.5804 -0.448 -0.300 0.374
C -6.0802 -0.3836 -3.8323 0.121 0.385 -0.393
C -6.6764 1.0396 -3.6637 -0.305 -0.193 -0.574
H -8.3639 1.7532 -0.6793 0.410 -0.089 0.012
H -8.3575 -0.1493 -2.1060 0.176 -0.177 0.430
H -7.1628 1.0964 0.4179 -0.111 -0.046 -0.279
H -7.7558 0.9618 -3.4686 0.455 0.159 -0.186
H -5.2760 2.5922 -3.0483 -0.050 -0.200 0.433
H -5.8302 2.6611 -0.6781 -0.206 -0.060 -0.435
H -6.5654 1.5483 -4.6361 -0.182 -0.224 0.308
H -5.1222 -0.3088 -4.3730 -0.234 0.055 0.066
H -5.0304 -1.9135 -2.6800 -0.267 0.076 0.170
H -6.7531 -0.9376 -4.5141 0.295 0.057 0.306
H -8.3677 -0.7408 -0.4420 0.102 0.198 -0.346
H -6.3700 -1.8389 -0.6437 0.318 0.196 -0.308
P -2.0375 1.3912 -0.6631 -0.878 -0.922 -0.112
C -1.9101 2.9132 -1.5860 0.145 0.567 -0.249
C -3.4271 1.6204 0.4662 -0.047 0.238 0.340
P -1.6239 -1.4814 -1.2086 -1.065 0.690 0.251
C -2.6046 0.0032 -1.7740 -0.260 -0.060 -0.179
C -2.8433 -2.4599 -0.2969 0.020 -0.369 0.059
C -1.1269 -2.4835 -2.6001 0.208 -0.382 -0.369
H -1.0345 2.8911 -2.2439 -0.280 0.034 0.099
H -1.7943 3.7361 -0.8661 -0.017 -0.145 -0.223
H -2.8259 3.0754 -2.1684 0.162 -0.025 0.127
H -4.3378 1.7236 -0.1407 0.321 -0.098 0.191
H -3.2749 2.5520 1.0370 -0.079 -0.398 -0.082
H -3.5450 0.7703 1.1535 0.085 0.264 -0.197
H -2.0016 -2.6963 -3.2274 0.185 0.004 0.088
H -0.7301 -3.4314 -2.2083 -0.071 0.211 -0.177
H -0.3480 -1.9807 -3.1837 -0.247 -0.137 0.095
H -2.4418 0.2290 -2.8419 0.068 -0.059 0.407
H -3.6811 -0.1885 -1.6142 0.201 0.127 -0.187
H -2.4159 -3.4596 -0.1061 -0.277 0.367 0.040
H -3.7356 -2.5576 -0.9365 0.247 -0.051 0.307
H -3.1177 -1.9801 0.6548 0.070 -0.166 -0.361
I 1.2083 0.7019 -2.4662 -0.745 -0.313 0.994
```
Positions in Å, forces in eV/Å.


Record 2
ORCA calculation (ωB97M-V/def2-TZVPD) on 2 unconnected molecules or ions with the total composition C2H9NOP in a non-equilibrium geometry.

Computed properties:
- Energy relative to the best compared isomer or geometry (same formula, charge and spin): 29.53 kcal per mole
- Net charge: +1
- LUMO: -5.6 eV
- Orbital gap: 6.99 eV
- HOMO: -12.604 eV
- Calculated total energy: -15037.921 eV

```
14
Properties=species:S:1:pos:R:3:forces:R:3
C 2.4204 0.2975 -1.2372 2.467 -0.007 -2.013
C -2.0763 -1.0888 1.2873 -3.290 2.705 -0.997
N -2.3398 0.0552 0.6574 2.650 -3.400 1.953
O 0.0090 0.7241 -0.2269 -0.294 1.160 -0.755
P 1.1529 -0.5252 -0.2472 -1.064 -0.569 0.277
H 3.3949 -0.3253 -1.4636 -2.155 0.749 0.582
H 2.0611 0.6356 -2.2974 0.066 -1.061 1.906
H 2.8210 1.2029 -0.8187 0.046 0.527 0.532
H -1.2021 -1.6842 1.0851 0.736 0.437 0.407
H -2.9204 -1.4376 1.9472 1.031 -0.210 -1.029
H -3.2499 0.3981 0.5711 -1.767 0.761 0.635
H -1.5439 0.6291 0.3199 0.317 -0.583 -0.895
H 0.1875 1.5038 -0.7923 0.127 -0.687 0.443
H 1.2856 -0.3852 1.2152 1.130 0.179 -1.046
```
Positions in Å, forces in eV/Å.


Record 3
ORCA calculation (ωB97M-V/def2-TZVPD) on a molecular structure, C36H57MoN11O6PSe in a non-equilibrium geometry.

Computed properties:
- Energy relative to the best compared isomer or geometry (same formula, charge and spin): 83.80 kcal per mole
- Net charge: +1
- Spin multiplicity: 3
- LUMO (alpha / beta): -4.5 / -4.3 eV
- Orbital gap (alpha / beta): 6.21 / 6.52 eV
- HOMO (alpha / beta): -10.697 / -10.790 eV
- Calculated total energy: -143421.826 eV

```
113
Properties=species:S:1:pos:R:3:forces:R:3
Mo 1.2357 0.9882 -2.1606 1.057 -0.254 1.284
N 0.5035 -0.9469 -2.9247 0.029 0.101 -0.375
C 0.6052 -0.9345 -4.4127 0.102 0.132 0.248
C 1.9150 -0.2478 -4.7904 0.094 0.015 0.314
O 2.5718 -0.6188 -5.7388 -0.021 0.117 0.027
N 2.2761 0.7202 -3.8873 0.375 0.256 -0.643
C 3.7030 0.9517 -3.6859 -0.375 -0.285 0.233
C 4.0110 0.3146 -2.3253 0.161 0.045 -0.200
O 5.0981 0.2915 -1.8101 -0.329 -0.131 0.002
O 2.8948 -0.1744 -1.7630 0.396 -0.061 -0.047
H 1.1111 -1.6598 -2.5403 0.184 -0.101 0.147
H -0.4234 -1.1885 -2.6000 -0.169 0.028 0.203
H -0.2374 -0.3869 -4.8242 -0.118 0.042 -0.006
H 0.6087 -1.9336 -4.8312 0.010 -0.165 -0.025
H 3.9510 2.0083 -3.6295 -0.002 0.119 -0.004
H 4.2973 0.4966 -4.4694 0.062 -0.132 -0.139
N 1.7704 0.8566 0.1565 -0.217 0.076 -0.195
C 2.0216 2.1827 0.7355 0.017 -0.125 -0.123
C 3.0199 2.0913 1.8912 0.108 0.051 0.034
C 3.2784 3.3673 2.6948 0.021 -0.006 -0.002
C 2.0180 4.1025 3.1413 -0.126 0.053 -0.110
N 1.5060 4.8396 1.9870 -0.442 0.196 0.852
C 0.2535 5.1576 1.7293 0.059 -0.148 0.063
N -0.7069 4.9961 2.6438 -0.143 0.070 0.047
N -0.0531 5.6244 0.5163 0.159 0.214 0.098
C 2.4234 3.1270 -0.4070 0.010 -0.443 -0.394
O 2.7052 4.3035 -0.1881 0.220 -0.235 -0.651
O 2.4118 2.6009 -1.5888 -0.044 0.292 -0.055
H 1.0368 0.3498 0.6363 -0.162 -0.036 -0.005
H 2.6140 0.2953 0.1490 0.131 -0.149 -0.066
H 1.0751 2.5648 1.1108 -0.105 -0.037 0.030
H 3.9733 1.7152 1.5095 -0.014 -0.032 0.009
H 2.6255 1.3312 2.5722 0.013 -0.050 0.013
H 3.8957 4.0589 2.1179 0.026 -0.010 0.062
H 3.8533 3.0980 3.5795 0.033 -0.009 0.023
H 2.2562 4.7867 3.9556 -0.032 0.059 0.027
H 1.2663 3.3903 3.5021 0.000 -0.012 0.000
H 2.1168 4.8112 1.1684 0.338 0.086 -0.329
H -0.4745 4.7805 3.5963 0.012 0.002 0.000
H -1.6564 5.2565 2.4415 -0.023 -0.023 -0.011
H 0.6465 5.5882 -0.2085 0.051 0.014 -0.008
H -1.0090 5.7473 0.2360 -0.084 -0.128 -0.024
N -0.1998 1.9720 -0.9100 -0.654 0.491 0.188
C -1.0789 2.7124 -0.6805 -0.682 -0.457 0.000
N -1.9757 3.5511 -0.3848 0.126 0.604 0.087
C -3.2859 3.4264 -0.2533 -0.337 -0.474 0.039
N -4.4343 3.3997 -0.0805 0.668 0.044 -0.148
Se 1.4562 4.2534 -4.5357 0.429 -0.225 0.181
N -0.0258 1.6680 -3.3113 -0.561 1.414 -0.969
C -1.1224 2.2025 -3.7480 0.157 -0.479 0.110
C -2.3485 1.4721 -3.5448 -0.213 -0.011 -0.046
C -3.5464 1.9996 -3.8839 -0.028 -0.151 0.091
C -3.6560 3.2839 -4.5094 -0.037 0.074 -0.062
C -2.5474 4.0022 -4.7675 -0.205 0.034 -0.013
C -1.2366 3.5267 -4.4042 0.359 0.052 -0.021
N -0.2293 4.2984 -4.7045 -0.478 -0.380 0.178
H -2.2809 0.5083 -3.0554 0.010 0.033 0.002
H -4.4502 1.4401 -3.6672 0.064 0.054 -0.023
H -4.6310 3.6678 -4.7772 0.020 -0.039 0.015
H -2.5989 4.9651 -5.2611 0.058 -0.047 0.069
O -0.2842 -1.3126 -0.3858 0.046 0.029 0.185
P -0.3974 -2.1125 0.8900 0.021 -0.069 0.057
C 1.2305 -2.7461 1.4047 -0.090 -0.122 -0.080
C 1.1742 -3.7057 2.6290 -0.005 -0.014 -0.100
C 1.6755 -5.1040 2.2681 0.056 0.086 -0.020
C 3.1165 -5.0572 1.7453 -0.049 0.059 -0.052
C 3.3483 -3.9045 0.7363 -0.095 -0.065 0.075
C 2.0299 -3.3257 0.2249 0.078 -0.096 0.154
C -0.9082 -1.0366 2.2938 -0.094 0.002 -0.132
C -1.6982 0.1841 1.7896 -0.040 -0.030 0.230
C -1.7868 1.2451 2.8928 -0.035 -0.095 0.057
C -2.0932 0.6235 4.2784 -0.005 -0.040 -0.101
C -2.6507 -0.7947 4.1453 0.094 0.075 -0.069
C -1.6268 -1.7288 3.4822 -0.055 0.101 0.034
C -1.5657 -3.5002 0.7348 0.007 0.029 -0.112
C -1.1854 -4.3853 -0.4813 -0.172 0.012 0.035
C -2.4197 -5.1076 -1.0197 -0.018 0.132 0.027
C -3.4281 -4.1049 -1.6087 0.056 0.002 0.085
C -3.4013 -2.7629 -0.8526 0.039 -0.105 0.025
C -3.0215 -2.9782 0.6132 0.054 0.007 -0.161
H 1.7517 -1.8295 1.7026 0.069 0.049 0.061
H 0.1607 -3.7711 3.0354 0.094 0.019 0.021
H 1.7996 -3.3087 3.4327 -0.017 0.026 -0.015
H 1.0131 -5.5511 1.5195 0.025 0.021 0.027
H 1.6241 -5.7469 3.1486 -0.027 -0.010 -0.038
H 3.3593 -6.0166 1.2858 0.009 0.018 0.005
H 3.7939 -4.9416 2.5943 0.010 -0.014 -0.023
H 3.9436 -4.2513 -0.1080 0.043 0.003 0.015
H 3.9208 -3.0979 1.2048 -0.016 -0.026 -0.003
H 1.4644 -4.1058 -0.2879 0.007 0.029 -0.005
H 2.2250 -2.5363 -0.4995 0.003 0.063 -0.068
H 0.0571 -0.6578 2.6601 -0.025 0.054 0.019
H -2.7058 -0.1138 1.4882 0.058 0.023 0.008
H -1.2270 0.5942 0.9013 0.013 0.004 -0.095
H -2.5590 1.9691 2.6190 0.031 -0.001 0.013
H -0.8376 1.7957 2.9354 -0.035 -0.006 -0.004
H -2.8019 1.2491 4.8230 0.050 0.005 0.017
H -1.1824 0.5792 4.8857 -0.027 0.015 -0.034
H -3.5784 -0.7724 3.5647 0.046 -0.006 0.020
H -2.9073 -1.1895 5.1286 -0.044 -0.011 -0.006
H -2.1321 -2.6441 3.1693 0.017 0.030 0.007
H -0.8858 -2.0229 4.2283 0.012 -0.014 -0.028
H -1.4745 -4.0956 1.6486 -0.020 -0.012 -0.071
H -0.4237 -5.1095 -0.1926 0.008 0.026 0.007
H -0.7593 -3.7668 -1.2798 0.004 -0.024 0.043
H -2.8807 -5.6721 -0.2036 0.009 0.000 -0.033
H -2.1242 -5.8369 -1.7738 -0.020 -0.021 -0.005
H -4.4312 -4.5344 -1.5643 0.021 0.012 -0.021
H -3.2073 -3.9359 -2.6656 -0.012 -0.005 0.016
H -4.3730 -2.2722 -0.9194 0.006 0.015 -0.008
H -2.6695 -2.0822 -1.2998 -0.024 -0.020 0.013
H -3.7007 -3.7089 1.0582 -0.007 -0.014 0.019
H -3.1576 -2.0537 1.1745 -0.011 -0.061 0.025
```
Positions in Å, forces in eV/Å.


Record 4
ORCA calculation (ωB97M-V/def2-TZVPD) on a molecular structure, CH7N3SSi in a non-equilibrium geometry.

Computed properties:
- Energy relative to the best compared isomer or geometry (same formula, charge and spin): 0.00 kcal per mole
- LUMO: 0.7 eV
- Orbital gap: 9.06 eV
- HOMO: -8.383 eV
- Calculated total energy: -24333.351 eV

```
13
Properties=species:S:1:pos:R:3:forces:R:3
C -1.3618 -0.7272 -0.7431 2.954 3.892 -2.536
N -1.5331 -0.7390 0.5244 -0.293 -0.333 2.168
N 0.9624 0.4272 1.3369 1.627 -5.107 -0.736
N -0.1605 0.6132 -1.1489 -2.890 -2.921 1.373
Si 1.3480 0.6347 -0.3599 -1.888 2.402 1.157
S -2.0807 -1.3565 -1.9966 -0.779 -1.009 -1.039
H -0.8646 -0.3079 1.1207 0.819 0.798 0.264
H -2.1967 -1.3044 1.0087 -0.581 -0.532 -0.406
H 1.2697 -0.5378 1.7759 -0.658 2.716 -1.271
H 0.8320 1.0336 2.0635 -0.218 2.183 1.742
H -0.1487 0.6052 -2.1504 -0.276 -0.147 -0.556
H 2.1824 -0.3901 -0.7663 1.618 -1.457 -0.357
H 1.7515 2.0489 -0.6649 0.565 -0.484 0.198
```
Positions in Å, forces in eV/Å.